# 1
An isolated ion of composition C5H12NO2 and charge -1 at a distorted geometry, computed with ωB97M-V/def2-TZVPD.

## Properties
- M (g mol⁻¹) = 118.16
- relative energy (zero: lowest compared OMol25 entry of this formula, charge and spin) (kcal per mole) = 100.8
- SMILES = [O-]CNCCCCO
- total charge = -1
- HOMO-LUMO gap (eV) = 6.0
- LUMO level (eV) = 3.39

Structure (XYZ):
```
20
Properties=species:S:1:pos:R:3:forces:R:3
O 2.067208 -0.895658 -2.880291 0.43 0.45 -0.77
C 1.291854 0.140086 -2.652590 -0.53 0.22 -0.48
N 1.281536 0.494097 -1.187173 -3.33 -0.90 0.10
C 0.670315 -0.678465 -0.456375 0.82 1.78 1.08
C -0.814238 -0.392743 -0.156264 -1.00 0.23 1.11
C -1.070022 0.740219 0.965996 3.65 0.06 -1.49
C -0.504154 0.270992 2.340963 -2.26 -1.13 -1.19
O -1.675062 -0.188034 3.097592 -1.17 0.48 -0.08
H 1.513507 1.230088 -3.193148 -0.27 -2.04 0.71
H 0.157564 -0.156920 -2.913648 1.27 1.10 0.42
H 2.195116 0.575001 -0.853792 1.87 0.03 0.07
H 1.199625 -0.703387 0.539696 -0.42 -0.35 -0.80
H 0.879419 -1.623928 -0.987603 -0.33 0.39 0.10
H -1.349159 -0.152464 -1.056496 -0.01 0.49 -0.63
H -1.330282 -1.317139 0.153385 0.24 -0.03 0.30
H -0.367236 1.600784 0.654451 -1.06 -1.18 0.07
H -2.052387 1.239923 1.074364 0.25 -0.87 -0.05
H 0.147094 1.068719 2.652828 -0.55 0.48 1.59
H 0.029886 -0.658028 2.461404 1.18 -0.05 -1.40
H -2.270581 -0.593141 2.396699 1.22 0.85 1.33
```
Positions in Å, forces in eV/Å.

Here are the natural (NBO) charges for atoms 1 to 4, given in e:
1. O -0.94
2. C 0.16
3. N -0.71
4. C -0.24

# 2
A 2-piece molecular cluster, C5H12NO2 overall at a distorted geometry, computed with ωB97M-V/def2-TZVPD.

## Properties
- M (g mol⁻¹) = 118.16
- relative energy (zero: lowest compared OMol25 entry of this formula, charge and spin) (kcal per mole) = 118.7
- total charge = -1
- HOMO-LUMO gap (eV) = 6.1
- LUMO level (eV) = 3.78

Structure (XYZ):
```
20
Properties=species:S:1:pos:R:3:forces:R:3
C 1.576247 0.828780 1.913149 -0.72 1.36 1.74
O 0.227516 1.448211 2.271891 0.54 -2.95 -4.55
C 1.886104 0.710725 0.366737 -0.82 -0.78 3.24
C 1.061566 -0.377988 -0.255760 1.46 -2.91 -3.23
C -0.326440 -0.081797 -0.580429 -2.13 -5.36 5.39
C -1.503457 -0.880976 -0.156048 0.34 4.85 -2.10
N -2.795220 -0.525083 -0.271323 1.19 -2.21 0.54
H 2.145270 1.571968 2.553210 0.60 -1.27 -1.21
H 1.636427 -0.216651 2.351540 -0.05 1.16 -0.34
H 1.555276 1.546011 -0.161425 -0.23 1.96 -0.58
H 2.948141 0.629564 0.274050 0.78 -0.38 -0.26
H 1.104166 -1.449073 0.073827 0.28 0.96 0.85
H 1.620715 -0.580613 -1.281963 -0.09 0.44 1.07
H -0.543908 0.775760 -0.947112 -1.31 5.92 -2.54
H -1.230413 -1.864819 0.060105 -0.15 -1.83 1.03
H -3.005169 0.396732 -0.628786 0.79 0.39 0.04
H -1.069566 -0.855681 -2.219310 -1.23 -0.01 -0.03
H 0.299307 -0.929615 -2.264310 -0.97 -0.66 -1.84
H -0.177489 1.039119 1.368588 -0.33 1.35 2.71
O -0.462558 -1.145659 -2.897521 2.05 -0.02 0.08
```
Positions in Å, forces in eV/Å.

Here are the natural (NBO) charges for atoms 1 to 4, given in e:
1. C -0.08
2. O -0.79
3. C -0.44
4. C -0.40

# 3
A 2-piece molecular cluster, C5H12NO2 overall at a distorted geometry, computed with ωB97M-V/def2-TZVPD.

## Properties
- M (g mol⁻¹) = 118.16
- relative energy (zero: lowest compared OMol25 entry of this formula, charge and spin) (kcal per mole) = 180.5
- total charge = -1
- HOMO-LUMO gap (eV) = 5.5
- LUMO level (eV) = 3.37

Structure (XYZ):
```
20
Properties=species:S:1:pos:R:3:forces:R:3
N 2.060897 0.195446 0.869566 -0.39 0.51 -0.22
C -0.253828 -1.452580 1.485728 -0.99 -0.93 -0.31
C -1.088211 -1.164118 0.410252 -2.22 0.59 1.15
C -0.357858 0.272461 0.794006 2.06 -0.36 -0.58
C 0.943809 0.538657 0.008892 0.23 -1.15 0.70
C 0.995313 -0.276845 -1.280269 -1.06 -0.10 -0.30
O -0.175476 -0.093148 -2.071671 0.16 0.54 -0.16
H 2.678914 0.990539 0.979049 0.16 0.11 -0.06
H -0.542969 -1.396388 2.529079 -0.25 0.20 -0.29
H 0.475797 -2.209403 1.277019 1.43 0.85 -0.02
H -2.146395 -0.983784 0.584058 0.04 0.03 0.09
H -0.923776 -1.429223 -0.619210 0.57 -0.05 -0.05
H -0.145869 0.619748 1.802766 -0.10 -0.33 0.32
H -1.165956 0.944064 0.436710 -0.93 0.00 -0.83
H 0.704582 1.550205 -0.372780 0.82 0.26 0.42
H 1.063043 -1.367117 -1.143021 0.36 0.11 0.51
H 1.904921 0.026124 -1.778658 0.36 0.14 -0.40
H -0.639001 0.764771 -1.758462 -0.11 -0.36 -0.41
H -1.706714 2.709048 -1.011738 0.12 0.23 -0.09
O -1.681222 1.761542 -1.141317 -0.27 -0.28 0.51
```
Positions in Å, forces in eV/Å.

Here are the natural (NBO) charges for atoms 1 to 4, given in e:
1. N -1.14
2. C -0.15
3. C -0.36
4. C -0.49

# 4
An isolated ion of composition C5H12NO2 and charge +1 at a distorted geometry, computed with ωB97M-V/def2-TZVPD.

## Properties
- M (g mol⁻¹) = 118.16
- relative energy (zero: lowest compared OMol25 entry of this formula, charge and spin) (kcal per mole) = 16.8
- SMILES = C[C@H]([NH3+])CCC(=O)O
- total charge = +1
- HOMO-LUMO gap (eV) = 10.0
- LUMO level (eV) = -3.72

Structure (XYZ):
```
20
Properties=species:S:1:pos:R:3:forces:R:3
C 2.117443 0.672028 1.928981 0.92 -0.52 0.84
C 1.313862 0.968830 0.705043 -0.50 0.76 0.08
N 0.793529 2.416516 0.832902 -0.73 0.43 -0.99
C 0.072584 0.027973 0.555729 1.14 0.40 0.85
C 0.126584 -0.688209 -0.814301 -0.32 0.72 0.83
C -1.242668 -1.319279 -1.017769 -1.61 -0.27 -1.02
O -2.003679 -1.774015 -0.212754 0.83 0.08 0.65
O -1.596193 -1.141938 -2.297168 1.53 0.79 -1.43
H 2.573937 -0.329307 1.767485 -0.38 0.54 0.44
H 1.473728 0.677564 2.826833 0.25 -0.32 -0.34
H 2.962369 1.359145 2.152644 -0.48 -0.22 -0.49
H 1.966253 1.090387 -0.168752 -0.27 -0.79 0.03
H -0.247355 2.444785 0.970361 1.28 0.21 0.51
H 1.360986 2.965619 1.478229 -0.51 -0.05 0.57
H 0.947615 2.895551 -0.057218 -0.19 -0.05 -0.12
H -0.838031 0.621402 0.741033 0.04 -0.18 -0.71
H 0.058606 -0.598273 1.487167 0.15 -0.15 -1.28
H 0.288921 0.059324 -1.622482 -0.24 -0.50 0.53
H 1.001629 -1.348238 -0.844488 -0.52 -0.29 0.00
H -2.466646 -1.258026 -2.692782 -0.39 -0.60 1.08
```
Positions in Å, forces in eV/Å.

Here are the natural (NBO) charges for atoms 1 to 4, given in e:
1. C -0.65
2. C -0.03
3. N -0.69
4. C -0.41

# 5
A 2-piece molecular cluster, C5H12NO2 overall at a distorted geometry, computed with ωB97M-V/def2-TZVPD.

## Properties
- M (g mol⁻¹) = 118.16
- relative energy (zero: lowest compared OMol25 entry of this formula, charge and spin) (kcal per mole) = 44.9
- total charge = +1
- HOMO-LUMO gap (eV) = 10.3
- LUMO level (eV) = -3.87

Structure (XYZ):
```
20
Properties=species:S:1:pos:R:3:forces:R:3
O 2.980361 0.651686 -1.519645 0.09 0.00 0.02
C 1.969172 0.028118 -1.592078 -0.05 0.32 0.09
C 0.665467 0.515386 -0.951939 0.12 -0.17 -0.10
C 0.149564 -0.511216 0.027334 -0.15 -1.24 -0.15
C -1.166315 -0.170382 0.657206 0.13 0.92 0.68
C -1.599957 1.079888 0.805338 -0.50 0.28 0.44
N -0.364996 0.700832 -2.055456 -0.60 0.30 0.12
H 1.907849 -0.948935 -2.099250 0.00 -0.19 -0.13
H 0.842584 1.477350 -0.486380 -0.01 0.15 -0.04
H 0.940705 -0.759967 0.728265 0.03 0.41 0.59
H 0.042351 -1.499032 -0.446186 -0.06 0.21 -0.42
H -1.761709 -0.944674 1.134588 0.18 -0.22 -0.52
H -1.034594 1.995122 0.616842 0.01 -0.34 -0.40
H -2.564545 1.274055 1.275461 0.24 -0.15 -0.05
H -1.296638 0.438938 -1.702009 0.14 -0.35 0.11
H -0.136688 0.148638 -2.884580 -0.12 0.01 -0.03
H -0.517377 1.673830 -2.331148 0.55 0.04 -0.15
H -0.423588 -1.626111 3.812383 -0.12 -0.09 -0.23
H 1.060585 -1.720100 3.804589 0.18 -0.12 -0.22
O 0.307771 -1.803423 3.206668 -0.05 0.25 0.38
```
Positions in Å, forces in eV/Å.

Here are the natural (NBO) charges for atoms 1 to 4, given in e:
1. O -0.41
2. C 0.40
3. C -0.14
4. C -0.49

# 6
A 2-piece molecular cluster, C5H12NO2 overall at a distorted geometry, computed with ωB97M-V/def2-TZVPD.

## Properties
- M (g mol⁻¹) = 118.16
- relative energy (zero: lowest compared OMol25 entry of this formula, charge and spin) (kcal per mole) = 124.3
- total charge = +1
- HOMO-LUMO gap (spin up / spin down) (eV) = 8.1 / 8.1
- LUMO level (spin up / spin down) (eV) = -5.65 / -5.65

Structure (XYZ):
```
20
Properties=species:S:1:pos:R:3:forces:R:3
C 1.126710 -0.699610 1.548608 0.19 0.61 2.14
C -1.872130 -1.460090 0.041711 0.39 -1.20 2.32
C 1.237819 1.739684 -1.247407 -0.80 -2.23 -2.04
C 0.824736 -0.276662 0.190487 -0.40 -0.53 0.31
C -1.382812 -0.119311 0.074910 1.79 1.06 -2.52
N 1.071057 1.043179 0.081953 -1.05 1.54 -2.60
O 0.874117 1.823376 0.993929 0.24 0.37 0.75
O -1.418149 0.447357 -1.142841 -0.63 0.57 0.98
H 0.584379 -1.477202 2.051680 -0.05 -0.95 -0.50
H 2.196521 -0.838588 1.499791 0.42 -0.73 0.69
H 0.970964 0.146736 2.231319 0.15 -0.23 -0.23
H -1.401252 -1.856675 -0.826873 0.74 -1.52 -0.14
H -2.876292 -1.460877 -0.250430 -2.01 0.39 -0.28
H -1.863825 -1.981472 1.034053 0.57 0.06 -1.24
H 2.260174 1.629947 -1.688227 -0.75 0.16 0.80
H 0.902869 2.748696 -1.095152 0.25 0.36 0.09
H 0.499230 1.228423 -2.018028 1.56 0.94 1.69
H 1.192733 -0.952195 -0.577256 -0.33 0.56 -0.56
H -1.312765 0.523181 0.939242 -0.19 0.49 -0.04
H -1.614083 -0.207898 -1.841469 -0.08 0.30 0.39
```
Positions in Å, forces in eV/Å.

Here are the natural (NBO) charges for atoms 1 to 4, given in e:
1. C -0.69
2. C -0.73
3. C -0.46
4. C -0.12

Q: Which value of total charge does entry 5 give?
A: +1

Q: Among the records above, which one has the highest relative energy (zero: lowest compared OMol25 entry of this formula, charge and spin)?
A: number 3

Q: relative energy (zero: lowest compared OMol25 entry of this formula, charge and spin) of number 5 (C5H12NO2)?
A: 44.9 kcal per mole

Q: The highest relative energy (zero: lowest compared OMol25 entry of this formula, charge and spin) belongs to which entry?
A: number 3